Below is an isolated molecule of C20H24N2O2S, with properties calculated with ωB97M-V/def2-TZVPD.

Structure (XYZ):
```
49
Properties=species:S:1:pos:R:3:forces:R:3
C 5.959129 1.428485 0.677962 -0.4 0.0 -0.2
C 5.013135 1.627342 -0.502805 0.4 0.0 0.0
O 3.653905 1.649050 -0.114870 -0.2 0.0 0.1
C 3.015042 0.487488 0.189778 -0.3 -0.1 0.1
C 1.705050 0.630640 0.651664 0.2 0.1 -0.1
C 0.943640 -0.473534 0.967777 0.1 -0.1 0.0
C 1.468022 -1.754776 0.842988 0.0 -0.1 0.1
C 0.624416 -2.974648 1.123513 0.1 0.3 0.0
N 0.254191 -3.643019 -0.110464 0.2 -0.5 0.2
C -0.698639 -3.221124 -0.982217 0.1 -0.1 0.0
O -0.727735 -3.626249 -2.127241 -0.1 0.1 -0.3
C -1.718915 -2.281291 -0.427067 -0.3 0.2 0.0
C -2.606576 -2.691806 0.563457 0.0 0.0 -0.1
C -3.565993 -1.806786 1.004880 0.1 0.0 -0.1
C -3.653424 -0.518185 0.490485 -0.1 0.3 0.1
C -2.771361 -0.085623 -0.514769 0.1 -0.5 0.1
C -1.817773 -1.009521 -0.958724 0.1 -0.1 0.0
N -2.861956 1.160365 -1.111828 -0.2 0.1 -0.1
C -1.682712 1.915769 -1.470418 0.2 0.2 0.1
C -1.225322 2.885611 -0.376638 0.0 -0.2 -0.2
C -4.087666 1.900505 -0.954042 -0.2 0.0 0.0
C -4.473983 2.100703 0.507711 0.0 -0.4 0.1
S -4.925579 0.485910 1.204325 0.0 0.2 -0.1
C 2.770332 -1.893191 0.387037 -0.2 0.1 0.1
C 3.543888 -0.792640 0.062247 0.3 0.2 -0.1
H 6.988708 1.471426 0.333488 0.1 0.0 0.0
H 5.786268 0.468407 1.158189 0.0 -0.1 0.1
H 5.799146 2.212793 1.413543 0.0 0.1 0.1
H 5.184147 0.866305 -1.274071 -0.1 0.1 0.0
H 5.181444 2.611284 -0.949839 0.0 -0.2 0.0
H 1.310726 1.629166 0.750505 -0.1 0.1 0.0
H -0.069912 -0.344264 1.318668 -0.1 0.0 0.0
H 1.178021 -3.691469 1.736511 -0.1 0.1 0.0
H -0.284208 -2.685379 1.654029 0.2 -0.1 0.1
H 0.970362 -4.217058 -0.536515 -0.2 0.0 -0.1
H -2.556866 -3.692469 0.964377 0.0 -0.1 0.1
H -4.269045 -2.097583 1.771369 -0.1 -0.1 0.1
H -1.145028 -0.741900 -1.758144 0.0 0.0 -0.1
H -0.868724 1.224247 -1.680588 0.0 0.1 -0.1
H -1.898237 2.472868 -2.388745 0.1 -0.1 0.0
H -0.283499 3.344034 -0.667093 0.1 0.1 0.0
H -1.077320 2.349955 0.558764 0.0 0.0 0.1
H -1.954698 3.676846 -0.217248 -0.1 0.1 0.1
H -4.899033 1.356582 -1.454563 0.0 0.2 0.0
H -3.972883 2.868426 -1.446402 0.0 -0.1 0.0
H -3.650074 2.513572 1.088422 0.0 0.1 -0.1
H -5.351396 2.737210 0.609984 0.0 0.0 0.0
H 3.198692 -2.880384 0.283853 0.1 -0.1 0.0
H 4.550300 -0.952081 -0.291213 0.1 0.0 0.0
```
Forces are in eV/Å.

ΔE to the lowest compared entry with this formula, charge and spin ... 149.44 kJ/mol
E ... -1434.7071 hartree
Structure (SMILES) ... CCOc1ccc(CNC(=O)c2ccc3c(c2)N(CC)CCS3)cc1
F_max ... 0.011 Eh/bohr
Kohn-Sham gap ... 8.3 eV
Total charge ... 0

Below is a cluster of 2 separate species, C9H9N3O2 in total at a distorted geometry, with properties calculated with ωB97M-V/def2-TZVPD.

Structure (XYZ):
```
23
Properties=species:S:1:pos:R:3:forces:R:3
O 5.094011 -0.480853 -0.085198 -3.0 1.6 -0.7
C 3.840554 -0.321203 -0.213659 4.8 0.0 1.7
C 3.024111 -1.412668 -0.290948 -1.4 -4.2 -2.7
C 1.703771 -1.275523 -0.348950 -3.5 -1.0 1.8
N 1.034477 -0.110998 0.128765 4.3 0.5 -0.9
C 1.783358 1.070793 0.285690 0.3 -1.8 -0.8
O 1.229919 2.077373 0.684247 1.6 -0.5 -0.5
N 3.165551 0.867498 -0.145597 -2.8 0.3 0.6
H 3.427181 -2.402833 -0.679836 -0.3 1.5 1.0
H 1.076951 -2.225247 -0.486904 0.7 1.9 0.1
H 0.132788 0.236959 0.276016 -2.8 -1.2 -0.1
H 3.721724 1.576672 0.159576 2.0 2.7 0.7
C -4.930504 -0.346056 -0.302449 -0.9 -1.7 0.0
C -4.232841 0.791868 -0.732005 -5.9 0.6 -2.6
C -2.959949 0.986419 -0.519764 4.8 0.2 0.5
N -2.215504 0.130199 0.231066 0.0 1.5 -0.1
C -2.900426 -0.838599 0.809564 3.9 -0.7 0.2
C -4.137711 -1.201504 0.454027 -2.6 0.2 1.0
H -6.023373 -0.736351 -0.536309 2.4 1.6 0.3
H -4.756028 1.538726 -1.391121 0.4 -0.8 0.8
H -2.438060 1.828877 -1.045121 -0.4 -0.9 0.8
H -2.301094 -1.520095 1.475355 -0.7 0.8 -0.5
H -4.465366 -1.996921 1.087273 -1.0 -0.8 -0.5
```
Forces are in eV/Å.

ΔE to the lowest compared entry with this formula, charge and spin ... 273.49 kJ/mol
E ... -663.0651 hartree
Structure (SMILES) ... O=c1cc[nH]c(=O)[nH]1.c1ccncc1
F_max ... 0.126 Eh/bohr
Kohn-Sham gap ... 9.8 eV
Total charge ... 0